{"formula": "C38H81N5O43", "method": "ωB97M-V with the def2-TZVPD basis set", "total_charge": 0, "e_above_lowest_kcal_mol": 0.0, "species": ["C", "O", "C", "O", "O", "C", "H", "H", "H", "H", "H", "H", "C", "O", "C", "O", "O", "C", "H", "H", "H", "H", "H", "H", "C", "O", "C", "O", "O", "C", "H", "H", "H", "H", "H", "H", "C", "O", "C", "O", "O", "C", "H", "H", "H", "H", "H", "H", "C", "O", "C", "O", "O", "C", "H", "H", "H", "H", "H", "H", "C", "O", "C", "O", "O", "C", "H", "H", "H", "H", "H", "H", "C", "O", "C", "O", "O", "C", "H", "H", "H", "H", "H", "H", "C", "O", "C", "O", "O", "C", "H", "H", "H", "H", "H", "H", "C", "O", "C", "O", "O", "C", "H", "H", "H", "H", "H", "H", "C", "O", "C", "O", "O", "C", "H", "H", "H", "H", "H", "H", "C", "O", "C", "O", "O", "C", "H", "H", "H", "H", "H", "H", "C", "N", "O", "O", "H", "H", "H", "C", "N", "O", "O", "H", "H", "H", "C", "N", "O", "O", "H", "H", "H", "C", "N", "O", "O", "H", "H", "H", "C", "N", "O", "O", "H", "H", "H"], "xyz": [[1.14403, -4.62105, 2.81501], [1.23380, -4.10677, 1.43158], [2.39294, -3.47371, 1.14491], [3.29328, -3.32546, 1.94373], [2.35555, -3.10452, -0.09308], [3.60405, -2.52155, -0.57747], [1.58582, -5.56429, 3.00439], [0.05881, -4.68860, 2.93426], [1.53200, -3.84441, 3.51631], [3.28332, -2.12064, -1.48744], [4.38274, -3.23841, -0.50718], [3.93632, -1.63358, -0.01799], [4.22968, 4.13848, -0.25393], [2.82721, 4.34174, -0.33044], [2.23133, 5.03082, -1.29187], [2.70196, 5.65231, -2.17465], [0.94440, 5.05522, -0.89797], [0.04564, 5.72569, -1.81331], [4.66899, 4.83672, -0.93759], [4.45884, 3.09251, -0.40839], [4.46952, 4.37583, 0.79211], [-0.90581, 5.22259, -1.70509], [0.50154, 5.61789, -2.78593], [0.05681, 6.75465, -1.49066], [-6.13116, -5.27693, -1.32285], [-5.34010, -4.65780, -2.35834], [-4.47811, -3.82601, -1.81860], [-4.30175, -3.57607, -0.64139], [-3.83734, -3.28938, -2.80778], [-3.01942, -2.13282, -2.44705], [-5.55558, -5.97573, -0.73041], [-6.99781, -5.67407, -1.85420], [-6.45764, -4.48521, -0.62193], [-2.41450, -2.40388, -1.58826], [-3.75386, -1.37056, -2.17376], [-2.47860, -1.96762, -3.37842], [-2.18502, 1.81631, 5.36006], [-1.56805, 2.42730, 4.23908], [-1.20598, 1.67527, 3.18303], [-1.41718, 0.49451, 3.11414], [-0.54604, 2.43339, 2.27140], [-0.57470, 3.87427, 2.34088], [-2.58636, 2.63744, 5.92366], [-1.41533, 1.24789, 5.88722], [-3.02377, 1.23878, 4.98637], [0.17749, 4.10795, 1.61339], [-0.25191, 4.18263, 3.30389], [-1.57296, 4.15411, 2.12105], [0.66383, 5.53412, -6.55724], [0.38491, 4.84094, -5.33021], [0.25848, 3.52481, -5.42482], [0.22319, 2.85946, -6.41855], [0.00263, 3.13039, -4.21590], [-0.30987, 1.71845, -4.05431], [-0.26952, 5.91448, -7.01306], [1.14422, 4.85883, -7.20953], [1.27689, 6.37156, -6.22223], [0.55174, 1.12278, -4.26340], [-1.10804, 1.41162, -4.74376], [-0.55673, 1.68347, -3.02633], [0.63073, -1.35907, -2.52715], [0.84279, -1.43929, -3.96242], [1.73835, -2.33645, -4.39114], [2.25672, -2.35289, -5.48795], [1.99358, -3.20974, -3.44222], [2.91304, -4.19802, -3.79970], [0.40984, -2.41051, -2.24094], [-0.16826, -0.68329, -2.40860], [1.43526, -0.93033, -1.98111], [3.30388, -3.93124, -4.82372], [2.41846, -5.23218, -3.79920], [3.70703, -4.30383, -3.08876], [2.65472, 2.74816, 2.75603], [3.05606, 2.28507, 4.08181], [2.31301, 2.85456, 5.00038], [1.44273, 3.68363, 4.86568], [2.79930, 2.35013, 6.18644], [1.89887, 2.39078, 7.27824], [3.41304, 2.22878, 2.14988], [2.86891, 3.81597, 2.86475], [1.63814, 2.48886, 2.51770], [1.28172, 3.27491, 7.23088], [2.45934, 2.36405, 8.17782], [1.21748, 1.51921, 7.30363], [3.81138, 4.00583, -4.26319], [3.56887, 2.93909, -3.30698], [3.34717, 1.71084, -3.85497], [3.17324, 0.68711, -3.24482], [3.34578, 1.79575, -5.20639], [2.85597, 0.73447, -6.00066], [2.88745, 4.30651, -4.78246], [4.57177, 3.60476, -4.88431], [4.20414, 4.81863, -3.69251], [1.81925, 0.54908, -5.74566], [3.56122, -0.11159, -5.99406], [2.82368, 1.14270, -7.00628], [1.46217, 1.54611, -0.39887], [1.38165, 0.44357, 0.53106], [0.27663, -0.31706, 0.47303], [-0.66301, -0.15015, -0.28547], [0.38179, -1.26035, 1.39864], [-0.86770, -2.04950, 1.41615], [1.57608, 1.09505, -1.36830], [2.37093, 2.08647, -0.13925], [0.56947, 2.20101, -0.28823], [-1.03950, -2.51237, 0.43322], [-1.66243, -1.39110, 1.77457], [-0.64264, -2.75907, 2.17785], [6.07633, 1.85333, 3.00998], [6.68778, 1.40031, 1.80776], [5.90088, 0.73253, 0.92161], [4.86915, 0.21375, 1.20821], [6.44671, 0.79898, -0.30610], [5.83862, 0.06795, -1.38577], [6.62662, 2.76615, 3.22744], [6.27373, 1.09624, 3.82192], [4.99573, 1.92902, 2.89134], [4.88763, 0.53588, -1.60389], [5.65009, -0.98442, -1.16806], [6.50406, 0.04999, -2.20477], [-6.21590, 0.28296, 1.08018], [-6.89705, -0.75579, 0.32597], [-6.74079, -0.72058, -0.96438], [-6.14461, 0.11343, -1.58322], [-7.33015, -1.83212, -1.51534], [-7.16588, -2.04971, -2.93810], [-6.28960, 1.27759, 0.64571], [-5.17264, 0.07319, 1.29320], [-6.77202, 0.31520, 1.98927], [-7.95731, -1.46543, -3.42892], [-7.41675, -3.07923, -3.01874], [-6.14518, -1.76625, -3.25183], [2.55926, -0.53707, 3.50863], [1.41881, -0.63147, 4.46627], [0.96942, -1.72082, 4.72764], [0.99050, 0.40292, 4.95437], [3.32601, -0.00334, 4.06071], [2.17468, 0.09985, 2.68143], [2.72726, -1.52911, 3.08755], [-2.07150, -2.02725, 5.95217], [-3.31424, -1.19175, 5.99493], [-4.00380, -1.28224, 4.99965], [-3.61765, -0.48586, 6.97456], [-2.29797, -3.04886, 5.69300], [-1.62248, -2.04190, 6.91131], [-1.41290, -1.49348, 5.23537], [-1.74370, -6.00178, 0.10356], [-0.74595, -5.57068, -0.93607], [0.25066, -6.21272, -1.09307], [-0.92504, -4.47738, -1.52455], [-1.43088, -6.94894, 0.54882], [-2.66424, -6.11726, -0.40324], [-1.75568, -5.17754, 0.78902], [-3.50894, 1.37642, -0.84668], [-2.79876, 2.72702, -0.76561], [-2.73388, 3.34891, 0.26412], [-2.22733, 3.10470, -1.79595], [-3.17786, 1.02240, -1.80910], [-4.55252, 1.60436, -0.78401], [-3.13885, 0.70130, -0.11260], [-5.33249, -3.59749, 2.10504], [-4.05555, -4.37890, 2.15858], [-4.06456, -5.60384, 1.86858], [-3.08294, -3.83862, 2.62610], [-4.96310, -2.58783, 2.27375], [-5.93742, -3.92507, 2.96650], [-5.74268, -3.76884, 1.13214]], "lowdin_charge": [0.004, -0.040, -0.639, 0.104, 0.035, 0.006, 0.080, 0.082, 0.089, 0.061, 0.100, 0.076, -0.009, -0.038, -0.619, 0.144, -0.021, 0.007, 0.095, 0.081, 0.099, 0.076, 0.073, 0.095, -0.015, 0.018, -0.674, 0.092, 0.015, 0.021, 0.092, 0.104, 0.082, 0.068, 0.083, 0.109, -0.024, -0.030, -0.554, 0.128, -0.044, -0.008, 0.097, 0.094, 0.080, 0.088, 0.070, 0.075, -0.016, -0.019, -0.676, 0.139, 0.021, 0.015, 0.107, 0.074, 0.098, 0.055, 0.120, 0.063, -0.017, 0.006, -0.596, 0.100, -0.031, -0.042, 0.106, 0.055, 0.064, 0.109, 0.125, 0.073, 0.005, -0.045, -0.600, 0.130, -0.018, -0.058, 0.072, 0.119, 0.076, 0.088, 0.078, 0.092, -0.006, -0.003, -0.547, 0.119, -0.055, -0.025, 0.101, 0.090, 0.075, 0.078, 0.106, 0.099, 0.014, -0.024, -0.607, 0.084, 0.000, 0.004, 0.065, 0.075, 0.112, 0.095, 0.084, 0.054, -0.028, -0.015, -0.582, 0.135, 0.007, -0.007, 0.101, 0.120, 0.045, 0.075, 0.084, 0.087, -0.004, 0.028, -0.609, 0.114, -0.029, -0.009, 0.095, 0.092, 0.089, 0.105, 0.076, 0.103, 0.081, -0.377, 0.070, 0.063, 0.104, 0.092, 0.082, 0.057, -0.423, 0.042, 0.040, 0.095, 0.081, 0.087, 0.062, -0.401, 0.088, 0.024, 0.111, 0.074, 0.067, 0.068, -0.378, 0.073, 0.037, 0.086, 0.065, 0.079, 0.065, -0.397, 0.017, 0.060, 0.093, 0.119, 0.051]}



{"formula": "C38H82NO9", "method": "ωB97M-V with the def2-TZVPD basis set", "total_charge": 1, "species": ["C", "C", "C", "C", "C", "N", "C", "C", "C", "C", "C", "O", "O", "C", "O", "C", "C", "C", "C", "C", "C", "C", "C", "C", "H", "H", "H", "H", "H", "H", "H", "H", "H", "H", "H", "H", "H", "H", "H", "H", "H", "H", "H", "H", "H", "H", "H", "H", "H", "H", "H", "H", "H", "H", "H", "H", "H", "H", "C", "C", "C", "O", "H", "H", "H", "H", "H", "H", "H", "H", "C", "C", "C", "O", "H", "H", "H", "H", "H", "H", "H", "H", "C", "C", "C", "O", "H", "H", "H", "H", "H", "H", "H", "H", "C", "C", "C", "O", "H", "H", "H", "H", "H", "H", "H", "H", "C", "C", "C", "O", "H", "H", "H", "H", "H", "H", "H", "H", "C", "C", "C", "O", "H", "H", "H", "H", "H", "H", "H", "H"], "xyz": [[7.79552, -2.91247, 1.36916], [7.37710, -1.44375, 0.85876], [5.92983, -1.47375, 0.15296], [5.14589, -0.03974, 0.23620], [6.17238, 1.23066, 0.19294], [4.05550, 0.07054, -0.79928], [4.40150, 0.05501, -2.22322], [5.88545, -0.02667, -2.80047], [3.30365, 0.12357, -3.35053], [1.80060, 0.22374, -2.98936], [0.72129, 0.26993, -4.16527], [0.74433, -0.63526, -5.02451], [-0.21101, 1.33766, -4.16828], [1.48015, 0.24017, -1.46815], [0.09784, 0.28876, -1.07640], [-0.24824, -1.13409, -0.82167], [-1.73476, -1.51029, -1.30243], [-1.86512, -1.61430, -2.92621], [-2.79831, -0.49530, -0.65234], [-4.26901, -1.16737, -0.87307], [-2.60139, -0.25070, 0.93148], [2.64760, 0.16166, -0.41390], [2.13576, 0.14678, 1.10846], [2.44637, -1.33100, 1.70139], [6.81868, -3.46201, 1.62181], [8.35704, -3.51017, 0.55898], [8.41441, -2.81958, 2.32292], [8.13348, -1.16656, 0.02413], [7.48925, -0.65571, 1.67690], [5.28377, -2.18444, 0.80365], [5.92178, -1.92524, -0.89397], [4.74534, -0.01938, 1.31361], [7.15017, 1.00081, -0.34235], [5.64441, 2.16666, -0.20577], [6.45873, 1.48168, 1.28605], [5.94101, -0.80032, -3.65807], [6.70856, -0.16042, -2.03135], [6.08559, 0.99334, -3.31321], [3.59113, 0.11911, -4.46721], [0.30254, 2.10490, -3.80262], [0.46932, -1.76752, -1.46687], [-0.06760, -1.41868, 0.27344], [-1.94232, -2.57013, -0.89213], [-2.60012, -2.44546, -3.19617], [-2.23645, -0.58726, -3.26904], [-0.84786, -1.88755, -3.37255], [-2.71336, 0.51943, -1.18887], [-4.15821, -2.25881, -0.51030], [-5.02359, -0.56762, -0.25870], [-4.52474, -1.19301, -1.99510], [-3.61743, -0.42826, 1.45295], [-2.31783, 0.85812, 1.07081], [-1.81127, -0.92678, 1.41498], [2.76414, 0.93264, 1.68056], [1.04388, 0.46054, 1.22802], [3.14366, -1.31950, 2.60726], [2.97403, -1.94603, 0.88023], [1.49778, -1.88386, 2.00974], [-6.51822, 3.01493, 2.98369], [-6.12058, 1.96487, 1.95840], [-5.34582, 2.58285, 0.80513], [-7.29194, 1.32728, 1.45429], [-7.16713, 3.77355, 2.53452], [-7.08418, 2.55863, 3.80097], [-5.63827, 3.51160, 3.40194], [-5.51133, 1.19348, 2.43914], [-5.95294, 3.32679, 0.27996], [-5.07672, 1.81818, 0.07016], [-4.43071, 3.06639, 1.15849], [-7.83728, 2.00176, 1.02692], [5.18988, -6.81698, -1.29546], [5.17363, -5.29812, -1.24650], [4.66582, -4.70808, -2.55333], [6.49239, -4.81751, -0.99021], [5.85582, -7.17511, -2.08743], [5.56760, -7.22782, -0.35531], [4.18817, -7.21659, -1.47457], [4.53886, -4.96326, -0.42059], [5.31375, -4.99371, -3.38846], [4.67027, -3.61434, -2.50878], [3.64869, -5.04502, -2.77012], [7.06194, -5.10872, -1.71569], [-10.81706, 6.29608, 3.05028], [-9.69839, 5.28922, 3.26510], [-9.41204, 5.08749, 4.74463], [-8.51509, 5.74786, 2.61096], [-10.54522, 7.27482, 3.45890], [-11.00433, 6.43993, 1.98274], [-11.74321, 5.96444, 3.52631], [-9.97184, 4.33321, 2.80994], [-9.09173, 6.02461, 5.21173], [-8.59840, 4.37046, 4.88407], [-10.29626, 4.71986, 5.27129], [-8.26441, 6.59401, 3.00667], [-4.45857, 7.03384, 0.70822], [-5.66198, 6.95385, -0.21846], [-6.44971, 8.25453, -0.21625], [-6.50938, 5.88603, 0.19674], [-4.77279, 7.21444, 1.74146], [-3.90851, 6.08859, 0.70545], [-3.77915, 7.83497, 0.40516], [-5.32845, 6.72801, -1.23528], [-6.83276, 8.47739, 0.78506], [-7.31738, 8.17883, -0.87696], [-5.83018, 9.09233, -0.54700], [-6.81109, 6.07641, 1.09755], [0.04021, 2.25217, 4.49992], [1.18405, 1.27199, 4.70797], [1.48018, 1.07220, 6.18569], [2.35399, 1.76137, 4.05127], [0.28942, 3.23575, 4.91074], [-0.15427, 2.39502, 3.43307], [-0.87607, 1.89664, 4.97779], [0.93216, 0.31056, 4.25032], [1.77922, 2.01500, 6.65486], [2.31141, 0.37467, 6.31999], [0.60701, 0.68147, 6.71404], [2.58568, 2.61170, 4.44872], [4.92583, -9.72290, -5.18720], [4.90975, -8.20330, -5.13683], [4.40237, -7.61086, -6.44215], [6.22888, -7.72379, -4.87985], [5.59165, -10.08020, -5.97932], [5.30356, -10.13416, -4.24716], [3.92449, -10.12262, -5.36652], [4.27523, -7.86969, -4.31061], [5.05006, -7.89501, -7.27777], [4.40745, -6.51826, -6.39563], [3.38527, -7.94689, -6.65945], [6.79792, -8.01392, -5.60545]], "lowdin_charge": [-0.113, -0.236, -0.153, -0.268, -0.054, 0.041, -0.093, -0.042, 0.093, 0.039, -0.383, 0.099, 0.080, -0.085, -0.097, -0.144, -0.290, -0.053, -0.363, -0.079, -0.081, 0.006, -0.146, -0.093, 0.073, 0.083, 0.078, 0.112, 0.110, 0.103, 0.102, 0.137, 0.074, 0.097, 0.098, 0.113, 0.063, 0.115, 0.141, 0.136, 0.138, 0.106, 0.149, 0.089, 0.092, 0.070, 0.137, 0.095, 0.070, 0.084, 0.078, 0.083, 0.070, 0.111, 0.120, 0.089, 0.076, 0.079, -0.058, -0.495, -0.058, -0.053, 0.059, 0.080, 0.084, 0.127, 0.072, 0.060, 0.077, 0.092, -0.055, -0.494, -0.057, -0.072, 0.076, 0.084, 0.083, 0.134, 0.083, 0.056, 0.083, 0.098, -0.059, -0.490, -0.055, -0.082, 0.083, 0.083, 0.084, 0.142, 0.085, 0.067, 0.085, 0.095, -0.064, -0.496, -0.061, -0.067, 0.081, 0.072, 0.079, 0.139, 0.078, 0.082, 0.080, 0.056, -0.058, -0.504, -0.059, -0.078, 0.086, 0.073, 0.085, 0.131, 0.085, 0.081, 0.085, 0.094, -0.061, -0.509, -0.063, -0.073, 0.084, 0.081, 0.083, 0.127, 0.084, 0.076, 0.083, 0.090]}



Summary of HOMO-LUMO gap in hartree
0.3867, 0.2605
(order as listed above)